No. 1
The following is a DFT calculation (wB97M-V/def2-TZVPD) of C3H8O3 in the gas phase.

XYZ file:
```
14
Properties=species:S:1:pos:R:3:forces:R:3
C 1.090611 0.584667 0.918849 -0.2 -0.1 -0.2
C -0.016282 -0.457568 0.975074 -0.4 -1.3 -1.1
C -0.924826 -0.641850 -0.347297 0.5 -0.8 2.6
O -1.767890 0.433711 -0.458024 2.4 2.2 0.3
O -0.173214 -0.910080 -1.494822 0.3 -0.4 -0.8
O 0.432122 0.291198 -1.992916 -0.1 0.0 -0.1
H 1.711674 0.510905 1.810089 -0.1 0.1 0.1
H 0.662157 1.585555 0.897596 0.2 0.3 -0.1
H 1.733315 0.441856 0.053144 0.0 0.1 0.0
H -0.655113 -0.287222 1.848245 -0.2 0.0 -0.3
H 0.428228 -1.444808 1.126351 0.1 0.0 0.0
H -1.513598 -1.560619 -0.229925 0.1 0.1 -0.1
H -1.009618 1.096163 -0.242565 -2.7 -0.3 -0.8
H 0.002433 0.358091 -2.863801 0.0 0.0 0.4
```
Positions in Å, forces in eV/Å.

Properties
Relative energy (zero: lowest compared OMol25 entry of this formula, charge and spin) in kcal/mol: 89.5
Spin multiplicity: 1
HOMO energy in Eh: -0.37428
SMILES: CC[C@@H](O)OO
LUMO energy in eV: 0.75
Kohn-Sham gap in Eh: 0.402

Here are the Löwdin charges for atoms 1 to 4, given in e: -0.11, -0.17, -0.46, 0.00

No. 2
The following is a DFT calculation (wB97M-V/def2-TZVPD) of 2 unconnected molecules or ions with the total composition C3H8O3.

XYZ file:
```
14
Properties=species:S:1:pos:R:3:forces:R:3
C 0.000000 0.000000 0.000000 0.9 -1.6 -0.4
C 0.869178 0.113306 1.258411 -0.6 2.3 0.7
C 0.505799 1.457229 1.998933 -1.3 0.2 -2.9
O -0.169100 2.339526 1.416986 2.2 -2.4 2.5
O 0.952784 1.538990 3.230347 0.3 1.0 1.4
H -0.179507 0.896793 -0.616572 0.4 -0.2 0.8
H -0.963021 -0.511673 0.165511 0.4 0.3 0.1
H 0.668905 -0.679792 -0.554128 -0.9 0.0 -0.7
H 0.785924 -0.715517 1.987490 -0.1 0.3 -0.6
H 1.935503 0.207715 0.976478 -0.4 -0.1 0.1
H 1.605540 0.891776 3.613796 -0.7 0.2 -0.9
O 2.755000 -0.032445 4.806990 1.1 -0.5 0.0
H 3.564686 0.384239 5.179855 -0.9 -0.4 -0.4
H 3.026453 -0.953567 4.592312 -0.3 0.9 0.2
```
Positions in Å, forces in eV/Å.

Properties
Relative energy (zero: lowest compared OMol25 entry of this formula, charge and spin) in kcal/mol: 15.1
Spin multiplicity: 1
HOMO energy in Eh: -0.35982
SMILES: CCC(=O)O.O
LUMO energy in eV: 0.08
Kohn-Sham gap in Eh: 0.363

Here are the Löwdin charges for atoms 1 to 4, given in e: -0.11, -0.16, -0.50, 0.04

What is the formula in the first record? C3H8O3

Which formula does entry 2 have? C3H8O3

What is the Kohn-Sham gap in the second record? 0.363 Eh

What is the relative energy (zero: lowest compared OMol25 entry of this formula, charge and spin) in the first record? 89.5 kcal/mol